(1)
A structure of composition C2H6P2S. Source: the OMol25 dataset; level of theory: the ωB97M-V functional and the def2-TZVPD basis.

The geometry in ORCA input format:
```
! wB97M-V def2-TZVPD RIJCOSX def2/J DEFGRID3
* xyz 0 3
C -0.26408 -0.27375 -0.35046
C 0.72702 -0.38781 0.69111
P -2.51940 0.27423 0.43489
P 2.29879 0.59879 0.50184
S 0.18047 -1.88930 -0.07545
H -0.35764 0.22684 -1.30297
H 0.40461 -0.16174 1.76325
H -2.93258 0.47890 -0.78712
H -1.99741 1.59185 0.29982
H 2.52337 -0.39335 -0.56013
H 2.92151 -0.10363 1.61466
*
```

Calculated values
ΔE to the lowest compared entry with this formula, charge and spin = 82.73 kcal/mol
Gap between HOMO and LUMO (alpha / beta) = 6.57 / 7.37 eV
Expectation value of S² = 2.007

---

(2)
A structure of composition C11H26Br2GaN. Source: the OMol25 dataset; level of theory: the ωB97M-V functional and the def2-TZVPD basis.

The geometry in ORCA input format:
```
! wB97M-V def2-TZVPD RIJCOSX def2/J DEFGRID3
* xyz 0 1
C 3.18557 -0.71722 3.86006
C 2.55503 0.67951 3.95348
Br 2.00691 1.06868 5.78334
C 1.42710 0.84220 2.96547
Ga -0.30961 -0.28115 3.20564
Br 1.04278 2.75103 2.74330
H 2.73427 -1.28855 3.04682
H 4.26042 -0.63869 3.70451
H 3.01167 -1.29309 4.76656
H 3.31683 1.43383 3.75812
H 1.86086 0.52649 2.01210
H -1.32584 0.19751 2.02772
H -0.94455 -0.17986 4.64246
H 0.15745 -1.79717 2.88799
C -1.67885 0.11859 -4.50173
C -1.03580 1.15655 -3.58159
C -0.04992 0.57758 -2.56741
N -0.58393 0.35309 -1.17675
C -0.73283 1.66828 -0.47548
C -1.88620 -0.39702 -1.15528
C -1.48179 -1.84549 -1.32542
C -0.26985 -1.94942 -0.39212
C 0.38211 -0.56532 -0.43388
H -2.35795 -0.55088 -3.97355
H -2.25084 0.60913 -5.28837
H -0.91401 -0.49417 -4.98123
H -1.80178 1.74993 -3.07936
H -0.47763 1.86006 -4.20090
H 0.79573 1.24873 -2.42558
H 0.34206 -0.37696 -2.91666
H -1.44178 2.27747 -1.03218
H 0.23642 2.15910 -0.42560
H -1.09332 1.48370 0.53504
H -2.31282 -0.22678 -0.16695
H -2.55574 0.00296 -1.91120
H -1.21080 -2.05111 -2.36381
H -2.28563 -2.52528 -1.05192
H 0.42252 -2.73597 -0.68538
H -0.58368 -2.15125 0.63024
H 1.32878 -0.54022 -0.97003
H 0.51862 -0.15882 0.55951
*
```

Calculated values
Gap between HOMO and LUMO = 7.92 eV

---

| no. | electronic energy (hartree) |
| --- | --- |
| 1 | -1160.45493 |
| 2 | -7562.17553 |